ORCA calculation (the ωB97M-V functional and the def2-TZVPD basis) on a molecular structure, C21H26MoN4OS.

```
! RIJCOSX wB97M-V def2-TZVPD def2/J DEFGRID3
* xyz 4 3
Mo -0.202 -0.112 -0.165
S -2.494 -0.783 -2.656
O -1.518 -0.816 -1.357
N 1.734 0.833 0.348
N -0.053 1.712 -1.262
N -0.636 0.737 1.666
N 0.597 -1.815 0.743
C -0.274 -3.887 1.565
C -2.019 0.941 3.596
C 0.113 2.053 3.499
C 1.007 -4.437 1.481
C 2.293 1.460 -0.895
C 0.208 3.908 -2.917
C -1.058 3.442 -2.564
C -0.434 -2.576 1.201
C 2.062 -3.651 1.041
C 2.943 -1.402 0.264
C 1.846 -2.335 0.675
C -1.853 -2.089 -3.678
C 1.174 2.191 -1.573
C -1.777 0.445 2.337
C 0.294 1.548 2.230
C -1.155 2.348 -1.737
C -4.019 -1.467 -2.058
C 2.791 -0.062 0.959
C 1.435 1.930 1.342
C 1.336 3.279 -2.403
C -1.053 1.748 4.193
H -1.211 2.141 5.190
H -2.943 0.695 4.102
H 3.067 -4.052 0.991
H -4.685 -1.432 -2.928
H -1.406 -2.098 1.286
H 0.869 2.691 3.941
H 1.180 -5.465 1.777
H 2.987 -1.307 -0.826
H -2.119 1.974 -1.416
H 2.330 3.644 -2.631
H -1.957 3.930 -2.916
H 2.523 -0.204 2.007
H 0.312 4.769 -3.567
H 3.903 -1.833 0.549
H 1.159 2.832 0.792
H -0.928 -1.744 -4.136
H -1.735 -2.995 -3.085
H 2.715 0.681 -1.533
H 3.725 0.504 0.933
H 2.341 2.157 1.906
H -3.877 -2.489 -1.712
H 3.106 2.137 -0.625
H -2.616 -2.234 -4.450
H -2.499 -0.188 1.835
H -1.119 -4.456 1.929
H -4.408 -0.801 -1.290
*
```

Calculated values
Orbital gap (alpha / beta) (Eh): 0.2603 / 0.2808
Expectation value of S²: 2.02

***

ORCA calculation (the ωB97M-V functional and the def2-TZVPD basis) on C21H26N2 in the gas phase.

```
! RIJCOSX wB97M-V def2-TZVPD def2/J DEFGRID3
* xyz 0 1
N 0.224 -0.153 -2.762
N 0.468 -2.964 -2.099
C 1.419 -0.653 -2.108
C 0.061 1.293 -2.672
C -0.239 2.816 1.345
C -0.095 1.857 -1.274
C 0.770 -1.844 1.150
C 0.398 -0.878 2.173
C 1.099 0.562 3.986
C -0.938 -0.900 -2.320
C 0.989 2.499 0.796
C -0.917 -0.465 2.394
C -1.335 2.195 -0.723
C -0.213 0.948 4.202
C 1.600 -2.136 -2.452
C -2.616 2.109 -1.502
C -1.217 0.434 3.398
C 1.051 2.034 -0.504
C 0.408 -3.458 -0.731
C 1.399 -0.339 2.984
C -0.051 -2.492 0.325
C -0.746 -2.391 -2.636
C -1.382 2.670 0.583
H -0.305 3.189 2.356
H -2.540 2.667 -2.434
H 2.016 1.820 -0.942
H 2.495 -2.524 -1.963
H -2.242 0.737 3.555
H -2.866 1.078 -1.744
H -3.435 2.528 -0.921
H -0.802 1.551 -3.291
H -2.339 2.937 1.009
H -1.120 -2.340 0.379
H -0.452 1.647 4.990
H 2.426 -0.639 2.824
H 0.951 1.734 -3.133
H -0.276 -4.315 -0.744
H -1.808 -0.541 -2.877
H 1.408 -3.827 -0.486
H 1.890 0.963 4.604
H 1.834 -2.039 1.078
H -1.122 -0.758 -1.242
H -0.694 -2.500 -3.725
H -1.715 -0.850 1.778
H 1.894 2.621 1.372
H 1.371 -0.532 -1.015
H -1.603 -2.962 -2.271
H 2.279 -0.094 -2.487
H 1.729 -2.224 -3.537
*
```

Calculated values
Orbital gap (Eh): 0.3145

***

ORCA calculation (the ωB97M-V functional and the def2-TZVPD basis) on C21H26N2O in the gas phase.

```
! RIJCOSX wB97M-V def2-TZVPD def2/J DEFGRID3
* xyz 0 1
O -1.148 2.006 -1.639
N 2.061 -1.779 -0.790
N -4.902 -0.859 -0.999
C -3.074 0.662 -1.206
C 4.546 -4.428 0.498
C -2.026 1.349 1.863
C -2.740 3.403 2.879
C 2.953 -2.913 -0.735
C 3.776 -3.114 0.548
C 3.635 1.589 0.230
C -3.690 1.272 -2.290
C -0.865 0.038 -0.372
C -3.730 -0.404 -0.600
C 2.662 -0.463 -0.857
C -2.072 1.947 0.612
C -4.919 0.794 -2.714
C -0.065 -0.839 -0.204
C -2.788 4.002 1.632
C 2.913 0.269 0.472
C -2.359 2.077 2.991
C 0.897 -1.891 0.070
C -5.483 -0.271 -2.032
C -1.749 1.166 -0.662
C -2.458 3.276 0.502
H 5.216 -4.443 -0.359
H 2.000 0.165 -1.468
H 0.424 -2.859 -0.134
H -3.204 2.096 -2.790
H -0.275 2.258 -1.319
H 5.139 -4.559 1.400
H -2.999 3.968 3.762
H 3.607 -0.565 -1.395
H 4.483 -2.290 0.663
H 3.112 -3.118 1.415
H -2.319 1.605 3.962
H 3.862 -5.269 0.411
H -3.086 5.036 1.538
H -6.443 -0.680 -2.320
H 1.957 0.468 0.961
H -1.722 0.316 1.952
H -5.426 1.241 -3.555
H 3.055 2.224 -0.437
H -3.288 -0.919 0.244
H 3.511 -0.353 1.139
H -2.495 3.736 -0.475
H 4.608 1.417 -0.226
H 1.143 -1.853 1.148
H 3.640 -2.825 -1.583
H 3.784 2.121 1.166
H 2.343 -3.808 -0.900
*
```

Calculated values
Orbital gap (Eh): 0.3294

***

ORCA calculation (the ωB97M-V functional and the def2-TZVPD basis) on C21H26N2O3S in the gas phase.

```
! RIJCOSX wB97M-V def2-TZVPD def2/J DEFGRID3
* xyz 0 1
S 1.852 0.515 3.412
O 0.729 -2.895 -2.957
O 1.843 -2.850 3.378
O -0.246 -2.099 3.120
N -0.478 -1.158 -3.754
N -1.803 0.982 0.682
C -1.055 0.920 -6.793
C -0.808 -0.349 -1.001
C 1.427 1.099 -7.033
C -2.936 2.322 2.347
C 1.179 -0.816 4.480
C 0.236 -1.110 -1.465
C 0.200 -1.814 -2.784
C -2.509 3.695 2.888
C -0.557 -1.651 -5.109
C 0.290 0.541 -6.178
C 0.432 0.717 2.331
C 1.381 -1.291 -0.663
C -1.198 3.641 3.693
C -0.742 0.261 0.265
C 1.481 -0.695 0.562
C -0.766 2.207 4.018
C 0.453 -0.977 -6.044
C -1.761 1.542 1.856
C 0.995 -2.038 3.623
C -0.652 1.448 2.739
C 0.426 0.093 1.060
H -3.407 1.748 3.150
H -1.721 -0.218 -1.563
H -3.317 4.085 3.509
H -0.338 -2.720 -5.061
H 2.366 -0.830 1.167
H 0.189 2.218 4.546
H 2.174 -1.916 -1.044
H 1.936 -0.988 5.241
H -2.386 4.379 2.048
H -1.175 0.440 -7.762
H 1.349 2.181 -7.115
H 1.390 0.675 -8.034
H -1.114 1.996 -6.935
H -3.663 2.434 1.543
H -0.395 4.107 3.117
H 1.455 -1.192 -5.668
H -1.884 0.621 -6.156
H 2.393 0.858 -6.595
H 0.361 -1.435 -7.031
H -1.577 -1.515 -5.476
H -1.302 4.203 4.621
H 0.237 -0.483 4.910
H -1.514 1.736 4.663
H -0.335 -2.860 2.524
H -0.803 -0.222 -3.578
H 0.364 0.995 -5.182
*
```

Calculated values
Orbital gap (Eh): 0.3207

***

ORCA calculation (the ωB97M-V functional and the def2-TZVPD basis) on C21H26N2O4S in the gas phase.

```
! RIJCOSX wB97M-V def2-TZVPD def2/J DEFGRID3
* xyz 0 1
S 0.051 0.968 -1.605
O -4.011 -0.140 -0.379
O -0.227 -3.480 -0.006
O -2.769 -2.370 0.289
O -2.051 1.607 2.009
N 4.362 -0.097 0.137
N 0.592 -1.400 0.596
C 0.018 -0.124 0.976
C 0.756 2.522 -1.824
C 5.499 -0.996 0.242
C 2.671 -1.671 -0.756
C 1.042 2.167 0.435
C 0.426 1.006 0.088
C -5.857 -0.731 -1.840
C 4.696 1.316 0.227
C 1.233 3.036 -0.664
C -5.857 1.002 0.103
C -2.397 0.712 1.250
C -4.846 1.412 0.989
C -1.475 -0.366 0.877
C 2.001 -1.712 0.627
C 3.477 -0.387 -0.978
C -5.292 0.054 -0.713
C 6.601 -0.839 -0.813
C -0.355 -2.310 0.309
C 5.367 1.673 1.550
C -1.675 -1.638 0.477
C -3.727 0.675 0.663
H 2.086 -2.721 1.042
H 5.387 2.754 1.664
H -6.909 -0.494 -1.967
H 1.705 3.999 -0.587
H 2.783 0.450 -1.066
H -5.746 -1.796 -1.643
H 3.754 1.867 0.161
H 0.299 0.134 2.006
H 3.321 -2.539 -0.861
H 1.908 -1.746 -1.531
H 5.110 -2.015 0.199
H 0.770 2.957 -2.803
H 2.508 -1.006 1.287
H 5.935 -0.861 1.234
H -6.867 1.355 0.066
H -2.458 -3.265 0.048
H 4.012 -0.466 -1.938
H 4.806 1.245 2.377
H -5.324 -0.505 -2.763
H 7.354 -1.609 -0.663
H 6.199 -0.947 -1.818
H 7.084 0.131 -0.735
H -4.911 2.139 1.772
H 1.340 2.398 1.441
H 5.331 1.652 -0.610
H 6.390 1.310 1.594
*
```

Calculated values
Orbital gap (Eh): 0.3046

***

ORCA calculation (the ωB97M-V functional and the def2-TZVPD basis) on C21H26N2O5 in the gas phase.

```
! RIJCOSX wB97M-V def2-TZVPD def2/J DEFGRID3
* xyz 0 1
O -3.241 3.536 3.031
O 2.324 -0.075 -5.153
O -1.630 2.316 0.918
O -0.500 1.282 3.613
O 0.380 -4.743 -1.062
N 1.422 -0.043 -3.090
N 0.765 -3.130 0.451
C 1.167 1.684 -1.390
C -1.115 -0.909 2.749
C 1.273 -0.937 1.350
C -0.780 -2.000 1.970
C -0.258 0.182 2.835
C 1.619 0.473 -4.332
C 0.950 0.144 2.143
C 0.430 2.301 -0.394
C -1.881 3.209 3.137
C 0.880 1.764 -4.615
C -0.031 -3.776 -0.453
C -1.347 0.727 -0.763
C 2.130 -3.611 0.584
C 0.403 -2.019 1.236
C 2.036 -1.301 -2.723
C -1.122 3.291 1.802
C -1.823 1.770 3.684
C -0.617 0.132 -1.769
C -1.418 -3.225 -0.695
C 0.654 0.600 -2.085
C -0.828 1.814 -0.057
H 2.135 -4.675 0.349
H 1.282 -2.021 -2.399
H 0.950 1.975 -5.678
H -1.373 3.893 3.837
H -2.160 1.765 4.725
H 2.152 2.055 -1.634
H -2.034 -0.929 3.316
H -2.512 1.175 3.080
H -2.333 0.375 -0.505
H -0.064 3.115 2.018
H 2.757 -1.149 -1.916
H 2.204 -0.935 0.808
H -0.164 1.683 -4.321
H -3.337 4.355 2.532
H 2.553 -1.685 -3.601
H -1.659 -3.390 -1.743
H 0.850 3.160 0.106
H 2.802 -3.107 -0.115
H 1.332 2.584 -4.062
H -1.435 -2.856 1.955
H 2.475 -3.453 1.604
H -1.237 4.294 1.365
H -1.494 -2.171 -0.449
H 1.632 0.974 2.237
H -2.137 -3.790 -0.105
H -1.028 -0.696 -2.326
*
```

Calculated values
Orbital gap (Eh): 0.3247

***

ORCA calculation (the ωB97M-V functional and the def2-TZVPD basis) on C21H26N4O2S in the gas phase.

```
! RIJCOSX wB97M-V def2-TZVPD def2/J DEFGRID3
* xyz 0 1
S 5.672 0.504 0.806
O 0.497 1.825 0.859
O 2.058 0.730 -2.158
N 4.552 -0.814 -0.922
N 5.655 -0.696 -0.338
N -1.515 1.944 -0.169
N 1.234 -0.426 -0.394
C -1.791 -1.025 0.823
C -0.105 0.067 -0.696
C 2.236 0.140 -1.112
C -3.253 -2.775 0.039
C 3.597 0.037 -0.504
C 0.964 -2.481 1.052
C -4.368 2.713 0.389
C -2.571 4.127 -0.531
C -5.727 -3.041 -0.012
C 1.455 -1.073 0.862
C -0.329 1.372 0.094
C -1.999 3.138 0.488
C -4.389 -3.726 0.277
C -4.033 3.697 -0.747
C -1.644 -1.767 -1.447
C -3.206 2.822 1.377
C -1.199 -0.930 -0.431
C 2.430 -2.210 0.948
C -2.657 -2.678 -1.212
C 4.041 0.882 0.485
C -2.806 -1.935 1.052
H -2.151 1.484 -0.801
H -1.995 4.121 -1.455
H 0.488 -2.969 0.217
H -4.377 -4.066 1.315
H -4.284 -4.598 -0.370
H -1.153 3.542 1.048
H 3.043 -2.283 1.834
H -2.991 -3.324 -2.012
H -5.321 2.948 0.862
H -6.551 -3.730 0.157
H 2.931 -2.520 0.044
H -0.082 0.325 -1.763
H -4.162 3.222 -1.719
H -3.062 1.912 1.956
H -3.367 3.651 2.066
H -4.692 4.563 -0.719
H 1.386 -0.401 1.713
H -1.451 -0.385 1.624
H -4.436 1.693 0.006
H -2.528 5.132 -0.113
H -3.258 -1.997 2.032
H 0.542 -2.746 2.010
H -5.763 -2.704 -1.046
H -5.858 -2.177 0.635
H 3.502 1.655 0.992
H -1.189 -1.705 -2.425
*
```

Calculated values
Orbital gap (Eh): 0.3603

***

ORCA calculation (the ωB97M-V functional and the def2-TZVPD basis) on C21H26O3 in the gas phase.

```
! RIJCOSX wB97M-V def2-TZVPD def2/J DEFGRID3
* xyz 0 1
O 1.585 -1.902 2.541
O -3.575 -0.854 1.288
O 0.499 -2.845 0.643
C -3.432 2.873 -1.885
C -3.693 3.406 0.706
C -4.337 -0.535 0.105
C 0.211 1.096 -1.772
C 2.255 -1.286 0.162
C 1.151 -1.295 -1.004
C 1.007 -0.063 -1.976
C -4.019 1.957 0.932
C -2.463 -1.742 0.976
C 2.960 0.071 0.563
C -1.997 -2.319 2.404
C 4.278 0.358 -0.304
C -3.761 1.410 -1.645
C 6.879 0.214 0.023
C -0.135 -1.932 -0.311
C 1.440 -2.014 1.349
C -3.387 3.819 -0.712
C 7.934 0.081 -0.583
C -4.028 1.006 -0.230
C -1.287 -0.998 0.221
C 5.507 0.424 0.738
H -1.408 -3.277 2.266
H 5.411 -0.387 1.529
H -3.902 -1.118 -0.764
H -3.229 3.215 -2.937
H 0.417 1.929 -1.040
H -3.805 0.647 -2.468
H 4.431 -0.422 -1.105
H 5.442 1.439 1.240
H 2.186 0.893 0.498
H -0.875 -0.148 0.854
H 1.642 -0.088 -2.923
H -3.113 4.883 -0.946
H -2.851 -2.628 0.380
H -5.450 -0.707 0.242
H -1.736 -0.492 -0.702
H 2.952 -2.133 -0.149
H -0.535 -2.617 -1.123
H -3.659 4.178 1.531
H -0.761 1.159 -2.368
H -1.285 -1.594 2.918
H -4.249 1.617 1.984
H 4.178 1.356 -0.828
H 1.492 -2.120 -1.716
H -2.931 -2.465 3.029
H 8.792 -0.014 -1.294
H 3.258 -0.035 1.660
*
```

Calculated values
Orbital gap (Eh): 0.2712

***

ORCA calculation (the ωB97M-V functional and the def2-TZVPD basis) on a molecular structure, C21H27AlN3S2Se.

```
! RIJCOSX wB97M-V def2-TZVPD def2/J DEFGRID3
* xyz 1 1
Se 4.059 -0.724 -3.776
S -1.894 1.427 -1.149
S 0.173 -1.338 -1.815
Al -0.402 0.147 -0.126
N 1.272 0.965 -0.529
N 1.818 -0.961 -1.799
N 4.403 0.057 -2.330
C 0.818 -2.950 0.946
C -2.136 -0.653 1.590
C 2.140 0.256 -1.304
C -2.215 1.758 2.390
C 0.479 1.461 3.388
C -0.135 0.398 2.522
C -0.173 -0.632 -4.428
C -2.070 -2.948 0.574
C -0.514 -0.210 -3.024
C 0.010 -1.796 1.440
C 1.693 2.093 0.128
C -1.892 1.630 -3.838
C 3.852 1.887 -0.831
C 2.948 2.580 -0.002
C 0.605 -0.738 2.134
C 2.068 -0.789 2.470
C -1.378 -1.784 1.205
C 3.473 0.766 -1.540
C -1.491 0.478 2.140
C -3.586 -0.595 1.270
C -1.315 0.835 -2.727
H 0.203 -1.653 -4.387
H -3.747 -0.468 0.186
H 0.202 1.208 4.431
H -1.035 -0.580 -5.109
H 1.002 2.633 0.793
H 0.624 -0.072 -4.893
H -2.458 -2.684 -0.405
H -1.443 -3.814 0.485
H 2.218 -0.774 3.554
H -2.725 2.245 -3.471
H -3.052 1.915 1.704
H 0.325 -3.459 0.124
H 1.008 -3.695 1.726
H -1.526 2.610 2.300
H 3.253 3.446 0.532
H 1.560 1.462 3.354
H 4.880 2.211 -0.901
H 2.642 0.069 2.077
H -2.895 -3.234 1.204
H -2.282 0.985 -4.642
H 2.598 -1.646 2.047
H -4.113 -1.488 1.587
H 1.801 -2.665 0.588
H -2.586 1.799 3.409
H -4.051 0.243 1.784
H -1.157 2.325 -4.229
H 0.139 2.464 3.171
*
```

Calculated values
Orbital gap (alpha / beta) (Eh): 0.2432 / 0.2349